[1]
# C34H40CeN4O3P2

A molecular structure, C34H40CeN4O3P2 at a distorted geometry (ωB97M-V with the def2-TZVPD basis set, the Open Molecules 2025 dataset).

Properties
LUMO level (spin up / spin down) ... -9.1986 / -9.2153 eV
Largest force on an atom ... 5.34 eV Å⁻¹
HOMO-LUMO gap (spin up / spin down) ... 3.71 / 3.69 eV
HOMO (spin up / spin down) ... -12.9 / -12.9 eV
Net charge ... +2

Structure (XYZ):
```
84
Properties=species:S:1:pos:R:3:mulliken_charge:R:1
Ce 0.051 0.286 2.593 0.95
P 1.504 -0.280 0.082 -0.03
P -0.683 1.871 0.253 0.50
O 1.728 -1.991 6.833 -0.60
O 1.901 0.970 3.916 -0.63
O 0.728 -0.704 4.769 -1.00
N -2.473 1.755 0.074 0.57
N 3.226 -0.714 -0.004 0.49
N -0.499 3.659 0.205 0.49
N 0.845 -1.884 -0.395 0.39
C 3.631 1.570 7.781 -0.67
C 3.320 0.635 8.782 -0.35
C -3.512 -1.310 -4.613 -0.49
C 4.146 -0.227 0.941 -0.46
C 1.693 0.156 4.897 1.58
C -3.307 2.360 -0.864 -0.39
C -0.170 -3.474 -1.658 -0.34
C 5.387 -0.781 0.679 -0.62
C -0.542 -3.676 -0.294 -1.23
C -0.486 5.797 0.971 -0.61
C 0.158 4.451 -0.740 -0.28
C -0.911 4.505 1.248 -0.58
C -1.536 -0.855 -6.130 -0.92
C -2.480 -0.551 -4.995 -0.29
C -3.948 -2.597 -5.266 -0.66
C 2.274 -0.791 7.124 0.57
C 5.245 -1.637 -0.466 -0.60
C -1.188 1.816 3.727 -1.27
C -0.286 -1.680 -5.743 -0.79
C 0.703 -2.393 -1.682 -0.23
C -4.623 1.996 -0.592 -0.80
C -4.595 1.137 0.551 -0.76
C 0.087 -2.695 0.465 -0.50
C 3.916 -1.564 -0.875 -0.29
C 2.428 0.241 6.162 -0.07
C -1.624 -3.682 -4.946 -0.49
C 3.211 1.351 6.464 -0.47
C 2.707 -0.569 8.442 -0.54
C -3.271 0.997 0.940 -0.37
C -0.171 1.389 -1.443 -1.23
C -0.525 -2.918 -4.939 -0.34
C -2.829 -3.506 -5.827 -0.94
C 0.189 5.766 -0.293 -0.69
C 1.199 0.666 -1.459 -0.84
H -0.603 6.658 1.614 0.45
H -0.959 0.721 -1.833 0.26
H -2.901 2.997 -1.634 0.53
H 3.809 0.454 1.709 0.42
H -2.827 0.424 1.746 0.40
H -3.276 -4.505 -5.965 0.41
H 3.441 2.035 5.649 0.46
H -2.053 -1.350 -6.961 0.34
H -4.182 -0.965 -3.816 0.42
H 3.407 -2.060 -1.686 0.39
H 0.404 -1.034 -5.177 0.21
H 1.280 0.008 -2.335 0.46
H -2.545 -3.156 -6.827 0.35
H 1.248 -1.878 5.973 0.42
H -1.425 1.202 4.627 0.50
H 4.161 2.488 8.049 0.39
H 0.252 -1.939 -6.672 0.30
H 6.294 -0.606 1.236 0.46
H 3.577 0.814 9.831 0.40
H -1.440 4.105 2.099 0.44
H -1.210 -4.447 0.066 0.48
H 1.246 -1.960 -2.510 0.51
H 0.115 -2.549 1.541 0.70
H -2.116 2.191 3.282 0.53
H 2.028 1.392 -1.523 0.46
H -4.647 -2.387 -6.094 0.28
H -2.299 0.416 -4.505 0.47
H -0.539 2.655 4.033 0.42
H -1.674 -4.572 -4.304 0.40
H 0.568 4.009 -1.635 0.43
H -5.501 2.306 -1.139 0.49
H 0.676 6.596 -0.783 0.45
H -0.524 -4.023 -2.522 0.26
H 6.021 -2.236 -0.916 0.46
H -1.170 0.108 -6.521 0.45
H -5.444 0.671 1.028 0.48
H 2.515 -1.334 9.194 0.44
H -0.142 2.270 -2.104 0.76
H 0.347 -3.245 -4.363 0.96
H -4.530 -3.170 -4.529 0.38
```

***

[2]
# C34H40ClKN6OPS2

A molecular structure, C34H40ClKN6OPS2 (ωB97M-V with the def2-TZVPD basis set, the Open Molecules 2025 dataset).

Properties
LUMO level ... 2.2651 eV
Largest force on an atom ... 0.12 eV Å⁻¹
HOMO-LUMO gap ... 6.57 eV
ΔE to the lowest compared entry with this formula, charge and spin ... 0.1514 eV
HOMO ... -4.3 eV
Net charge ... -1

Structure (XYZ):
```
86
Properties=species:S:1:pos:R:3:mulliken_charge:R:1
K 1.046 -0.253 -0.351 0.82
Cl 5.924 0.740 5.307 -0.28
S 0.655 -3.042 -2.064 -0.41
S -0.157 3.143 -1.788 -0.38
P -2.323 -0.433 0.072 0.50
O 1.422 1.564 1.636 -0.14
N 2.158 0.496 -2.788 0.62
N 0.885 -2.912 0.577 -0.03
N 3.426 1.394 -0.490 -0.27
N -0.268 3.405 0.825 0.37
N -2.024 4.421 -0.352 -0.54
N 0.127 -4.981 -0.328 -0.54
C 0.325 -4.719 2.028 -0.90
C 5.331 2.034 -1.867 -0.21
C 3.414 0.996 -2.906 -0.12
C -2.866 0.905 1.252 2.35
C 3.331 1.320 4.691 -0.77
C -2.678 0.280 -1.607 2.09
C 1.563 0.027 -3.851 -0.08
C 0.763 -3.428 1.788 -0.17
C 4.598 1.012 4.196 0.04
C 0.555 -3.702 -0.486 -0.18
C -0.756 3.804 2.003 0.13
C 3.756 1.147 1.929 1.20
C -2.480 -0.789 -2.685 -1.52
C -2.492 4.815 0.803 -0.11
C -4.897 -1.804 -0.215 -1.75
C 4.799 0.927 2.843 -0.99
C -2.083 0.725 2.555 -1.71
C -3.946 1.097 -1.844 -1.61
C 3.409 0.516 -5.274 -0.69
C -0.863 3.690 -0.387 0.12
C -3.512 -1.826 0.429 0.60
C 4.142 1.110 0.528 -0.42
C -2.804 -3.155 0.144 -1.30
C 2.435 1.435 2.404 -0.21
C 5.383 1.601 -4.236 -0.88
C -0.449 -6.895 1.002 -1.26
C 4.084 1.043 -4.148 0.91
C 4.083 1.470 -1.727 -0.23
C -1.896 4.550 2.051 -0.66
C -4.356 1.052 1.558 -1.83
C 2.290 1.527 3.822 -0.52
C 2.156 0.000 -5.132 -1.04
C 0.019 -5.470 0.895 0.91
C 5.981 2.097 -3.117 -0.74
H -5.454 -0.896 0.009 0.27
H -3.330 -1.473 -2.729 0.19
H -2.395 -0.314 -3.666 0.50
H -0.712 -7.158 2.027 0.35
H 0.230 -5.118 3.028 0.35
H 6.964 2.547 -3.178 0.37
H -1.843 0.985 -1.702 -0.94
H 5.193 0.823 0.379 0.45
H 0.566 2.783 0.874 0.16
H 5.812 2.466 -0.999 0.58
H -4.828 -1.900 -1.298 0.22
H 3.906 0.526 -6.238 0.38
H 5.789 0.696 2.466 0.38
H 1.029 -2.772 2.614 0.43
H -2.365 1.490 3.286 0.44
H -3.644 -1.755 1.517 0.43
H -4.516 1.905 2.224 0.44
H -4.955 1.210 0.663 0.35
H -1.310 -7.048 0.351 0.30
H -0.193 3.475 2.866 0.27
H -4.739 0.166 2.071 0.35
H -4.002 1.958 -1.176 0.23
H -1.904 -3.256 0.748 0.12
H -2.322 4.888 2.982 0.43
H -3.416 5.386 0.763 0.40
H -2.526 1.826 0.765 -1.43
H 1.617 -0.423 -5.968 0.43
H -1.586 -1.394 -2.512 0.13
H -3.931 1.490 -2.865 0.49
H -1.004 0.780 2.389 0.38
H -2.494 -3.238 -0.899 0.19
H -5.482 -2.655 0.147 0.50
H 3.175 1.386 5.761 0.40
H -3.465 -3.998 0.370 0.54
H 0.340 -7.568 0.661 0.28
H 1.297 1.739 4.204 0.29
H 5.878 1.637 -5.200 0.36
H -2.301 -0.250 3.003 0.34
H -4.853 0.502 -1.729 0.21
H 0.567 -0.380 -3.708 0.29
```

***

[3]
# C34H40N2O14S

4 unconnected molecules or ions with the total composition C34H40N2O14S at a distorted geometry (ωB97M-V with the def2-TZVPD basis set, the Open Molecules 2025 dataset).

Properties
LUMO level ... -0.1872 eV
Largest force on an atom ... 3.74 eV Å⁻¹
HOMO-LUMO gap ... 7.94 eV
HOMO ... -8.1 eV

Structure (XYZ):
```
91
Properties=species:S:1:pos:R:3:mulliken_charge:R:1
S 4.521 0.920 1.043 -0.25
O -1.913 0.875 3.529 -0.29
O 4.996 3.529 -2.264 -0.32
O 1.978 7.410 -6.004 -0.52
O -3.597 -6.130 4.557 -0.37
O 0.987 5.517 -6.774 -0.25
O 5.692 -1.764 2.340 -0.50
O 3.580 3.549 -0.505 -0.56
O 0.104 7.528 -7.259 -0.35
O -1.737 -5.657 3.397 -0.11
O -0.926 -3.858 -0.973 -0.59
O -0.050 2.155 3.978 -0.59
O -2.877 -3.990 4.408 -0.40
O 3.009 4.545 -2.450 -0.31
O 2.115 -4.827 2.700 -0.52
N 4.554 -3.601 4.059 -0.79
N 4.105 -3.517 2.703 0.28
C -0.283 -3.260 1.312 0.81
C 0.658 -0.910 0.660 -0.14
C 1.362 1.483 0.021 -0.21
C -3.425 -2.609 1.140 -0.26
C 0.829 2.329 1.276 -0.47
C -2.475 -2.327 0.045 0.28
C 2.734 -3.832 2.439 -0.13
C -3.254 -7.306 3.816 0.45
C -2.731 -1.264 -0.939 -0.37
C -0.647 1.943 1.663 -0.10
C -1.187 -3.211 0.015 0.00
C 1.733 0.073 0.610 0.39
C 4.588 -2.210 2.274 -0.03
C 4.807 3.828 -3.648 -0.53
C 2.917 5.020 -4.831 -1.36
C -2.022 6.908 -8.247 -1.46
C -4.650 -1.828 1.271 -0.32
C 3.838 3.848 -1.633 0.53
C -0.558 6.568 -8.086 0.49
C 1.109 6.873 -6.619 0.66
C -0.828 1.655 3.205 0.47
C -3.536 -8.555 4.617 -1.49
C 3.115 -0.225 1.096 0.79
C 0.896 -2.247 1.238 0.20
C 3.319 -1.555 1.661 0.02
C -4.894 -0.783 0.283 -0.41
C 3.782 4.925 -3.596 0.58
C -0.306 5.289 -7.338 -0.52
C -3.973 -0.483 -0.802 -0.58
C -2.142 -1.430 4.441 -0.44
C -1.795 -7.077 3.535 -0.54
C -2.751 -5.147 4.146 0.45
C 2.218 -2.538 1.748 0.04
C -1.703 0.081 4.718 -0.38
H -2.560 -1.919 5.359 0.42
H 4.242 5.895 -3.384 0.29
H -0.294 4.417 -7.992 0.31
H -2.870 -1.517 3.601 -0.06
H -5.837 -0.183 0.337 0.32
H 2.425 4.066 -5.039 0.31
H -1.057 1.089 1.064 -0.23
H -3.184 -3.433 1.856 0.32
H -2.419 0.462 5.498 0.26
H -1.327 2.819 1.449 0.48
H -2.977 -8.555 5.555 0.36
H -0.353 -0.668 0.264 -0.25
H 4.105 2.224 1.007 0.24
H -2.135 7.896 -8.695 0.35
H -1.461 -7.570 2.622 0.32
H -3.846 -7.308 2.895 0.26
H 1.578 2.172 2.088 0.48
H -0.648 0.033 5.072 0.31
H 2.131 5.750 -4.684 0.25
H -0.954 -2.975 2.174 -0.59
H 4.568 -2.674 4.495 0.24
H -1.998 -1.076 -1.763 0.41
H 0.616 1.419 -0.808 0.47
H 4.452 2.924 -4.151 0.33
H -4.594 -8.605 4.884 0.37
H 5.741 4.148 -4.108 0.31
H 2.307 1.977 -0.324 -0.63
H -2.524 6.943 -7.278 0.36
H -3.275 -9.451 4.052 0.38
H -2.527 6.175 -8.879 0.38
H -1.013 5.115 -6.522 0.32
H -5.358 -2.076 2.092 0.40
H 0.827 3.414 0.967 0.29
H 3.917 -4.193 4.603 0.29
H 3.506 5.308 -5.701 0.39
H -0.063 6.567 -9.062 0.24
H -1.141 -7.371 4.360 0.36
H 0.080 -4.311 1.447 0.50
H -1.184 -1.973 4.208 0.14
H -4.182 0.331 -1.537 0.36
```

***

[4]
# C34H40N4O3OsS2Si

A molecular structure, C34H40N4O3OsS2Si (ωB97M-V with the def2-TZVPD basis set, the Open Molecules 2025 dataset).

Properties
LUMO level (spin up / spin down) ... -6.4425 / -7.8842 eV
Largest force on an atom ... 0.60 eV Å⁻¹
Spin multiplicity ... 5
⟨S²⟩ ... 6.06
HOMO-LUMO gap (spin up / spin down) ... 6.94 / 5.86 eV
ΔE to the lowest compared entry with this formula, charge and spin ... 0.2388 eV
HOMO (spin up / spin down) ... -13.4 / -13.7 eV
Net charge ... +2

Structure (XYZ):
```
85
Properties=species:S:1:pos:R:3:lowdin_spin:R:1
Os -0.400 -1.281 -1.451 2.54
S -7.584 -2.433 -3.461 0.00
S 0.053 0.684 -0.692 0.51
Si 0.438 1.983 1.201 0.05
O -0.828 1.539 2.073 0.02
O 0.299 3.358 0.430 0.01
O 1.839 1.602 1.836 0.02
N -6.524 -1.373 -4.047 0.00
N -1.810 -0.716 -3.139 0.12
N -1.886 -2.822 -1.486 0.04
N -6.619 -3.253 -2.468 0.00
C -2.469 0.532 3.449 0.00
C -0.976 0.576 3.160 0.00
C 4.010 -3.757 1.053 0.00
C 2.766 -3.281 1.491 0.03
C -4.130 -0.915 -3.716 0.00
C -3.049 -2.463 -2.084 0.02
C -5.414 -2.714 -2.565 0.00
C -2.753 0.735 -4.774 0.00
C -4.238 -3.160 -1.853 0.00
C 1.847 -2.796 0.590 0.02
C 2.137 -2.783 -0.786 0.04
C 3.646 -3.361 -2.621 0.15
C 2.714 -2.970 -3.554 0.01
C -3.003 -1.321 -2.998 0.01
C -0.002 4.740 0.824 0.00
C 1.198 -2.329 -1.771 0.08
C -1.875 -3.872 -0.662 0.03
C -3.991 0.145 -4.622 0.00
C -4.218 -4.242 -0.966 0.02
C 3.257 1.610 1.466 0.00
C 4.316 -3.764 -0.284 0.04
C 1.483 -2.460 -3.135 0.15
C -0.467 -0.779 2.683 0.01
C 3.420 2.177 0.060 0.00
C -1.683 0.283 -4.006 0.02
C 3.957 2.473 2.499 0.00
C 3.714 0.169 1.539 0.00
C -3.025 -4.602 -0.376 0.00
C -0.936 5.275 -0.248 0.00
C 1.325 5.481 0.841 0.00
C -5.359 -1.631 -3.473 0.00
C -0.657 4.742 2.195 0.00
C -0.193 1.074 4.363 0.00
C 3.381 -3.293 -1.233 0.00
H 3.766 2.097 3.503 0.00
H 1.808 5.432 -0.134 0.00
H -0.705 0.740 -4.080 0.00
H -2.827 1.521 3.725 0.00
H -1.890 4.749 -0.227 0.00
H 2.533 -3.298 2.546 0.00
H -1.125 6.334 -0.078 0.00
H -0.650 -1.539 3.442 0.00
H -5.132 -4.783 -0.766 0.00
H 1.162 6.529 1.089 0.00
H 2.967 1.516 -0.678 0.00
H 0.753 -2.163 -3.884 0.01
H -0.297 0.369 5.187 0.00
H 0.606 -0.744 2.488 0.00
H 4.758 0.091 1.241 0.00
H 5.033 2.465 2.329 0.00
H 4.725 -4.126 1.776 0.00
H 3.613 3.505 2.441 0.00
H 2.924 -3.062 -4.610 0.00
H 0.889 -2.423 0.946 0.01
H -0.912 -4.142 -0.245 0.00
H -3.021 0.196 2.572 0.00
H 3.121 -0.444 0.865 0.00
H 2.964 3.162 -0.015 0.00
H 0.012 4.323 2.950 0.00
H 4.478 2.277 -0.185 0.00
H -0.488 5.160 -1.233 0.00
H -2.602 1.546 -5.471 0.00
H -4.848 0.475 -5.192 0.00
H -2.674 -0.150 4.273 0.00
H -1.585 4.173 2.189 0.00
H 5.268 -4.144 -0.628 0.00
H 3.615 -0.219 2.553 0.00
H -2.964 -5.442 0.299 0.00
H 1.994 5.058 1.590 0.00
H -0.884 5.766 2.490 0.00
H -0.577 2.037 4.692 0.00
H 0.866 1.174 4.130 0.00
H 4.600 -3.754 -2.943 0.01
H -0.992 -1.072 1.769 0.01
```

***

[5]
# C34H40N4O8PReS3

A molecular structure, C34H40N4O8PReS3 (ωB97M-V with the def2-TZVPD basis set, the Open Molecules 2025 dataset).

Properties
LUMO level (spin up / spin down) ... -3.9700 / -4.1064 eV
Largest force on an atom ... 0.54 eV Å⁻¹
Spin multiplicity ... 2
⟨S²⟩ ... 0.76
HOMO-LUMO gap (spin up / spin down) ... 6.48 / 6.28 eV
ΔE to the lowest compared entry with this formula, charge and spin ... 0.3672 eV
HOMO (spin up / spin down) ... -10.5 / -10.4 eV
Net charge ... +1

Structure (XYZ):
```
91
Properties=species:S:1:pos:R:3:lowdin_spin:R:1
Re -0.835 -0.095 0.374 0.82
S 1.530 -0.730 -0.054 0.01
S -0.505 1.209 -1.660 -0.01
S -1.072 -4.614 1.402 0.03
P -0.462 0.725 3.541 0.01
O -2.865 3.137 2.157 0.00
O -3.333 -2.639 -1.672 0.00
O -2.002 0.335 3.467 0.00
O -1.586 -1.341 -1.128 0.01
O 0.336 0.095 4.593 0.00
O 0.040 0.464 2.090 0.05
O -1.409 2.025 0.877 0.02
O -0.586 2.324 3.665 0.00
N 1.236 -2.222 -2.239 0.00
N -2.948 0.104 0.458 0.00
N -0.987 -1.855 1.250 0.00
N 0.599 0.011 -3.758 0.02
C 1.693 -3.443 -1.545 0.00
C -4.202 -0.210 4.138 0.00
C 1.292 -1.121 -4.384 0.00
C 0.901 -2.381 -3.655 0.00
C -1.024 -3.039 1.317 0.02
C -5.046 -0.808 -0.135 0.00
C 1.415 1.736 -5.283 0.00
C 3.071 -3.837 -2.007 0.00
C 0.413 0.033 -2.463 0.01
C 1.643 1.637 -6.649 0.00
C 1.804 2.792 3.362 0.00
C -2.583 0.664 5.829 0.00
C -3.553 1.160 1.007 0.00
C 0.196 1.105 -4.660 0.00
C 3.467 2.969 -5.037 0.00
C 0.671 3.117 5.589 0.00
C 5.612 -4.541 -2.890 0.00
C -3.660 -0.837 -0.157 0.00
C -2.834 -1.747 -1.038 0.00
C 2.778 2.206 -7.210 0.00
C 5.429 -3.375 -2.155 0.00
C 0.524 3.195 4.078 0.00
C 0.071 4.578 3.641 0.00
C 1.061 -1.072 -1.651 0.01
C 4.164 -3.025 -1.714 0.00
C 3.690 2.869 -6.405 0.00
C 3.260 -5.002 -2.740 0.00
C 2.332 2.406 -4.477 0.00
C -5.681 0.245 0.505 0.00
C 4.529 -5.355 -3.180 0.00
C -2.761 -0.226 4.610 0.00
C -4.924 1.274 1.060 0.00
C -2.535 2.160 1.367 0.00
C -2.292 -1.650 4.856 0.00
H -4.306 -0.794 3.221 0.00
H 2.124 1.796 3.671 0.00
H -2.045 3.516 2.538 0.00
H 4.027 -2.125 -1.124 0.00
H 1.446 3.811 5.916 0.00
H 1.651 -3.251 -0.476 0.00
H 0.927 1.122 -7.280 0.00
H 1.658 2.798 2.281 0.00
H -2.874 -2.090 5.666 0.00
H 0.962 -4.218 -1.786 0.00
H -0.881 4.834 4.111 0.00
H 4.575 3.313 -6.841 0.00
H -5.383 2.144 1.509 0.00
H -1.555 0.639 6.187 0.00
H 6.602 -4.816 -3.229 0.00
H 2.153 2.495 -3.411 0.00
H 1.471 -3.226 -4.036 0.00
H -2.435 -2.254 3.958 0.00
H 2.596 3.498 3.614 0.00
H -4.841 -0.658 4.899 0.00
H -0.027 4.624 2.552 0.00
H -0.168 -2.592 -3.746 0.00
H -3.236 0.309 6.628 0.00
H 2.372 -0.957 -4.359 0.00
H -0.455 0.675 -5.423 0.00
H 4.669 -6.268 -3.743 0.00
H -6.761 0.291 0.538 0.00
H -1.240 -1.666 5.131 0.00
H -0.266 3.395 6.074 0.00
H 6.277 -2.747 -1.918 0.00
H -5.590 -1.591 -0.644 0.00
H -4.543 0.811 3.961 0.00
H 0.944 2.109 5.895 0.00
H 2.948 2.132 -8.276 0.00
H 0.802 5.331 3.935 0.00
H -2.859 1.694 5.594 0.00
H 2.414 -5.644 -2.956 0.00
H 0.979 -1.164 -5.425 0.00
H -0.381 1.822 -4.083 0.00
H 4.175 3.494 -4.409 0.00
```